Entry 1:
C17H13N6O2Pd | ωB97M-V/def2-TZVPD

Values from the calculation:
Highest occupied orbital energy, eV: -12.062
Electronic energy, Ha: -1262.12747
Spin multiplicity: 1
Total charge: +1
Maximum force, eV/Å: 0.637

Positions of all 39 atoms, in Å:
Pd: 1.47 -0.08 0.03
O: 0.88 1.87 -0.01
N: 2.06 1.81 -0.02
N: 2.56 2.06 -2.05
O: 2.02 1.35 -2.84
C: 3.45 3.07 -2.52
C: 3.75 3.20 -3.87
C: 4.62 4.21 -4.25
C: 5.17 5.05 -3.29
C: 4.86 4.90 -1.94
C: 3.99 3.90 -1.54
H: 3.30 2.53 -4.59
H: 4.87 4.34 -5.29
H: 5.85 5.83 -3.60
H: 5.30 5.57 -1.21
H: 3.73 3.76 -0.51
N: 3.67 -2.28 0.15
C: 2.88 -1.44 0.12
H: 4.35 -3.01 0.19
N: -7.48 -3.12 5.08
C: -6.59 -2.94 4.37
C: -5.47 -2.71 3.50
C: -4.95 -3.77 2.75
C: -3.87 -3.55 1.91
C: -3.33 -2.28 1.82
C: -3.85 -1.22 2.55
C: -4.92 -1.44 3.40
N: -2.22 -2.06 0.95
C: -2.07 -2.53 -0.33
C: -0.86 -2.09 -0.76
N: -0.27 -1.36 0.24
C: -1.11 -1.35 1.26
H: -5.39 -4.75 2.83
H: -3.45 -4.37 1.35
H: -3.43 -0.23 2.44
H: -5.33 -0.63 3.98
H: -2.84 -3.11 -0.82
H: -0.38 -2.24 -1.71
H: -0.95 -0.89 2.21

=====

Entry 2:
C17H14AsNO16SW | ωB97M-V/def2-TZVPD

Values from the calculation:
Highest occupied orbital energy, eV: -9.411
Electronic energy, Ha: -4615.96542
Spin multiplicity: 1
Maximum force, eV/Å: 3.250

Positions of all 51 atoms, in Å:
W: 0.66 0.65 -0.02
O: -1.79 -1.04 -1.85
C: -2.98 -0.45 -1.33
C: -2.71 0.25 0.00
N: -1.49 -0.17 0.74
C: -1.39 -1.64 0.78
C: -0.30 -2.16 -0.11
O: -0.22 -3.29 -0.48
O: 0.61 -1.22 -0.42
C: -1.58 0.36 2.13
C: -0.20 0.28 2.77
O: -0.02 0.52 3.92
O: 0.72 -0.11 1.89
H: -2.01 -1.51 -2.67
H: -3.72 -1.24 -1.16
H: -3.39 0.29 -2.02
H: -3.57 0.03 0.64
H: -2.64 1.33 -0.12
H: -2.33 -2.11 0.48
H: -1.15 -1.97 1.79
H: -2.29 -0.22 2.71
H: -1.91 1.40 2.10
O: 2.04 2.71 -0.72
As: 3.34 2.05 0.37
O: 2.51 2.70 1.83
O: 2.54 0.47 0.42
C: 2.19 4.01 1.96
C: 3.15 4.91 2.40
C: 2.85 6.24 2.60
C: 1.56 6.71 2.39
C: 0.58 5.84 1.95
C: 0.88 4.50 1.73
S: -0.40 3.65 0.86
O: -1.68 3.73 1.50
O: -0.32 4.08 -0.49
O: 0.10 2.14 1.04
H: 2.33 3.34 -1.40
H: 4.15 4.53 2.59
H: 3.62 6.93 2.93
H: 1.32 7.75 2.56
H: -0.43 6.19 1.78
O: 0.11 2.83 -5.72
C: 0.12 2.13 -4.76
C: 1.32 1.26 -4.26
O: 2.26 0.89 -4.90
C: 0.99 1.02 -2.83
C: -0.23 1.52 -2.53
O: -0.57 1.42 -1.25
C: -0.99 2.01 -3.67
O: -2.17 2.19 -3.80
O: 1.67 0.48 -1.87

=====

Entry 3:
C17H14AuI2N5OS | ωB97M-V/def2-TZVPD

Values from the calculation:
<S²>: 2.05
Highest occupied orbital energy (alpha / beta), eV: -12.137 / -14.365
Electronic energy, Ha: -2133.88446
Spin multiplicity: 3
Total charge: +2
Maximum force, eV/Å: 2.869

Positions of all 41 atoms, in Å:
Au: -0.92 -0.63 0.25
C: -0.98 0.83 4.29
C: -0.97 0.64 2.82
N: -1.03 -0.55 2.23
N: -1.11 -1.79 2.82
C: -1.05 -2.89 2.05
N: -1.03 -4.04 2.70
S: -1.01 -2.92 0.32
C: -0.86 1.71 1.89
C: -0.72 3.06 2.20
C: -0.41 4.02 1.25
C: -0.36 3.62 -0.10
C: -0.54 2.29 -0.40
N: -0.80 1.37 0.56
H: -0.22 0.22 4.80
H: -1.97 0.57 4.68
H: -0.73 1.87 4.55
H: -1.44 -1.89 3.79
H: -0.98 -4.11 3.74
H: -1.07 -4.92 2.15
H: -0.84 3.38 3.26
H: -0.14 5.02 1.57
H: -0.33 4.38 -0.88
H: -0.50 1.90 -1.41
I: 4.81 -0.57 -0.17
C: 3.25 -0.67 -1.53
C: 3.55 -0.58 -2.90
C: 2.54 -0.68 -3.83
I: 3.06 -0.61 -5.83
C: 1.16 -0.76 -3.49
C: 0.10 -0.74 -4.43
C: -1.21 -0.60 -4.00
C: -1.44 -0.60 -2.62
N: -0.45 -0.63 -1.69
C: 0.86 -0.79 -2.06
C: 1.90 -0.79 -1.05
O: 1.63 -0.82 0.18
H: 4.50 -0.38 -3.32
H: 0.31 -0.78 -5.50
H: -2.05 -0.54 -4.65
H: -2.47 -0.59 -2.26

=====

Entry 4:
C17H14Br2O2Pd | ωB97M-V/def2-TZVPD

Values from the calculation:
<S²>: 6.02
Highest occupied orbital energy (alpha / beta), eV: -6.932 / -7.965
Electronic energy, Ha: -6082.34933
Spin multiplicity: 5
Maximum force, eV/Å: 4.376

Positions of all 36 atoms, in Å:
C: 1.15 -2.40 -1.59
C: 1.79 -1.29 -0.98
C: 0.93 -0.84 0.11
H: 2.61 -0.73 -1.38
C: -0.27 -1.61 0.10
C: -0.13 -2.60 -0.92
H: -0.83 -3.41 -1.08
H: 1.52 -2.99 -2.40
H: 1.11 0.08 0.67
H: -1.13 -1.43 0.71
Pd: -0.23 -0.52 -1.97
Br: 1.46 1.35 -2.80
C: -2.16 -0.07 -3.06
C: -2.19 -1.44 -2.73
C: -1.04 -2.06 -3.30
H: -3.02 -1.97 -2.29
C: -0.27 -1.04 -3.96
C: -1.00 0.18 -3.83
H: -0.75 1.12 -4.31
H: -2.95 0.64 -2.89
H: -0.80 -3.12 -3.32
H: 0.66 -1.20 -4.50
Br: -1.35 1.47 4.01
C: -0.16 2.90 3.92
C: 0.00 3.79 5.01
C: 0.87 4.88 4.92
C: 1.54 5.12 3.72
C: 1.39 4.25 2.63
C: 0.56 3.12 2.75
C: 0.52 2.10 1.64
O: 1.52 1.30 1.72
O: -0.40 2.11 0.80
H: -0.58 3.61 5.91
H: 0.99 5.55 5.77
H: 2.20 5.98 3.62
H: 1.89 4.42 1.69

=====

Entry 5:
C17H14BrN4OSSr | ωB97M-V/def2-TZVPD

Values from the calculation:
Highest occupied orbital energy, eV: -10.524
Electronic energy, Ha: -3953.31549
Spin multiplicity: 1
Total charge: +1
Maximum force, eV/Å: 3.015

Positions of all 39 atoms, in Å:
Sr: -0.55 -0.06 -1.17
Br: -3.59 2.03 5.62
C: -3.11 1.44 3.88
C: -4.05 0.76 3.09
C: -3.71 0.36 1.82
C: -2.44 0.63 1.26
O: -2.17 0.31 0.03
C: -1.47 1.27 2.10
C: -0.10 1.46 1.74
N: 0.46 1.16 0.61
C: 1.83 1.40 0.41
C: 2.54 2.40 1.04
C: 3.92 2.59 0.80
C: 4.59 1.79 -0.08
C: 3.89 0.80 -0.80
C: 4.52 -0.01 -1.77
C: 3.78 -0.90 -2.51
C: 2.40 -0.97 -2.26
N: 1.79 -0.27 -1.33
C: 2.50 0.62 -0.58
C: -1.85 1.67 3.41
H: -5.03 0.54 3.48
H: -4.42 -0.18 1.20
H: 0.52 1.88 2.54
H: 2.04 3.06 1.73
H: 4.43 3.38 1.32
H: 5.65 1.92 -0.25
H: 5.58 0.09 -1.94
H: 4.22 -1.51 -3.27
H: 1.78 -1.64 -2.85
H: -1.13 2.16 4.04
N: -0.63 4.01 -1.21
C: -0.29 3.06 -2.09
N: -1.31 2.17 -2.46
S: 1.22 2.87 -2.72
H: -1.54 4.05 -0.79
H: 0.09 4.63 -0.88
H: -2.25 2.47 -2.25
H: -1.21 1.93 -3.44

=====

Entry 6:
C17H14BrNO2RuS2 | ωB97M-V/def2-TZVPD

Values from the calculation:
<S²>: 8.81
Highest occupied orbital energy (alpha / beta), eV: -2.210 / -4.676
Electronic energy, Ha: -4326.61871
Spin multiplicity: 6
Total charge: -1
Maximum force, eV/Å: 3.549

Positions of all 38 atoms, in Å:
C: -2.25 -0.70 -1.79
C: -2.20 -1.24 -0.47
C: -1.76 -0.21 0.42
H: -2.47 -2.26 -0.20
C: -1.44 0.96 -0.37
C: -1.81 0.66 -1.74
H: -1.78 1.35 -2.57
H: -2.62 -1.22 -2.67
H: -1.71 -0.26 1.50
H: -1.01 1.88 -0.01
Ru: -0.01 -0.57 -0.94
Br: 2.20 -0.09 -1.64
C: 2.32 0.72 -4.90
C: 1.24 1.52 -5.39
C: 0.25 0.64 -5.92
H: 1.20 2.61 -5.38
C: 0.72 -0.71 -5.76
C: 1.99 -0.66 -5.12
H: 2.62 -1.51 -4.86
H: 3.25 1.09 -4.46
H: -0.68 0.94 -6.41
H: 0.21 -1.61 -6.11
O: 0.99 2.91 3.22
S: 1.66 1.64 3.37
O: 2.96 1.59 3.99
N: 1.55 0.76 1.93
C: 0.96 -0.40 2.07
S: 0.85 -1.60 0.82
C: 0.29 -0.59 3.37
C: -0.66 -1.53 3.78
C: -1.20 -1.41 5.06
C: -0.80 -0.38 5.92
C: 0.13 0.58 5.50
C: 0.61 0.48 4.20
H: -0.92 -2.36 3.12
H: -1.93 -2.14 5.40
H: -1.24 -0.29 6.91
H: 0.48 1.40 6.13

=====

Entry 7:
C17H14ClHgNO4 | ωB97M-V/def2-TZVPD

Values from the calculation:
Highest occupied orbital energy, eV: -0.643
Electronic energy, Ha: -1625.36125
Spin multiplicity: 1
Total charge: -2
Maximum force, eV/Å: 2.887

Positions of all 38 atoms, in Å:
C: -1.98 2.71 -1.09
C: -3.37 2.36 -0.79
C: -3.74 1.24 -1.66
H: -3.99 2.82 -0.02
C: -2.58 0.89 -2.47
C: -1.49 1.80 -2.11
H: -0.48 1.78 -2.51
H: -1.39 3.47 -0.57
H: -4.71 0.74 -1.68
H: -2.50 0.06 -3.18
Hg: -1.90 0.51 -0.13
Cl: -0.90 1.83 1.79
C: -2.03 -1.36 1.49
C: -2.37 -1.99 0.22
C: -3.67 -1.49 -0.20
H: -1.73 -2.68 -0.34
C: -4.14 -0.55 0.81
C: -3.14 -0.48 1.87
H: -3.15 0.18 2.73
H: -1.09 -1.47 2.04
H: -4.17 -1.73 -1.15
H: -5.06 0.05 0.77
O: 1.04 1.59 -0.86
C: 1.09 0.47 -0.34
O: 0.18 -0.44 -0.07
C: 2.43 -0.12 0.01
C: 3.57 0.43 -0.59
C: 4.85 -0.01 -0.24
C: 5.03 -1.01 0.74
C: 3.87 -1.57 1.34
C: 2.59 -1.14 0.98
N: 6.32 -1.42 1.12
O: 7.30 -0.89 0.54
O: 6.43 -2.29 2.02
H: 3.46 1.22 -1.33
H: 5.73 0.44 -0.72
H: 3.99 -2.35 2.11
H: 1.71 -1.58 1.46

=====

Entry 8:
C17H14ClNO4Os | ωB97M-V/def2-TZVPD

Values from the calculation:
<S²>: 6.03
Highest occupied orbital energy (alpha / beta), eV: -7.931 / -8.357
Electronic energy, Ha: -1562.46223
Spin multiplicity: 5
Maximum force, eV/Å: 4.611

Positions of all 38 atoms, in Å:
C: -1.30 1.46 -1.26
C: -1.70 0.12 -1.55
C: -0.59 -0.56 -2.15
H: -2.68 -0.30 -1.36
C: 0.51 0.35 -2.23
C: 0.06 1.61 -1.69
H: 0.64 2.51 -1.62
H: -1.90 2.23 -0.82
H: -0.57 -1.59 -2.47
H: 1.48 0.16 -2.64
Os: 0.02 0.11 -0.12
Cl: 0.10 1.41 1.73
C: -0.15 -5.24 1.84
C: 0.66 -5.58 0.72
C: -0.19 -5.84 -0.39
H: 1.75 -5.63 0.71
C: -1.54 -5.67 0.04
C: -1.52 -5.29 1.42
H: -2.38 -5.09 2.04
H: 0.20 -4.98 2.83
H: 0.12 -6.13 -1.39
H: -2.43 -5.80 -0.57
O: 1.24 3.19 0.22
C: 2.13 2.34 0.17
O: 2.01 1.04 0.06
C: 3.46 3.13 0.32
C: 4.64 2.70 0.94
C: 5.67 3.59 1.22
C: 5.57 4.95 0.86
C: 4.41 5.41 0.21
C: 3.39 4.51 -0.04
N: 6.59 5.91 1.19
O: 7.63 5.52 1.82
O: 6.43 7.14 0.86
H: 4.72 1.65 1.26
H: 6.57 3.25 1.73
H: 4.29 6.45 -0.07
H: 2.51 4.94 -0.52

=====

Entry 9:
C17H14ClNO4Zr | ωB97M-V/def2-TZVPD

Values from the calculation:
Highest occupied orbital energy (alpha / beta), eV: -6.557 / -6.556
Electronic energy, Ha: -1518.98133
Spin multiplicity: 1
Maximum force, eV/Å: 3.928

Positions of all 38 atoms, in Å:
C: -2.88 -1.04 0.05
C: -2.10 -1.31 -1.17
C: -1.37 -0.09 -1.51
H: -2.40 -2.10 -1.86
C: -1.67 0.92 -0.56
C: -2.57 0.36 0.42
H: -3.15 0.94 1.14
H: -3.62 -1.69 0.49
H: -0.81 0.13 -2.43
H: -1.32 1.98 -0.62
Zr: -0.91 -1.33 1.03
Cl: -0.40 -3.71 0.89
C: 3.02 0.43 0.07
C: 2.75 1.68 -0.57
C: 2.11 1.40 -1.83
H: 2.96 2.68 -0.19
C: 2.13 -0.02 -2.01
C: 2.69 -0.60 -0.85
H: 2.89 -1.66 -0.71
H: 3.37 0.29 1.09
H: 1.60 2.10 -2.48
H: 1.71 -0.53 -2.87
O: -1.44 2.24 2.42
C: -0.71 1.36 2.84
O: -0.23 0.31 2.08
C: -0.32 1.36 4.30
C: 0.66 0.45 4.64
C: 0.99 0.15 5.95
C: 0.23 0.72 6.99
C: -0.76 1.69 6.70
C: -1.06 1.97 5.37
N: 0.44 0.22 8.34
O: 1.34 -0.65 8.47
O: -0.26 0.66 9.29
H: 1.15 -0.12 3.86
H: 1.79 -0.54 6.22
H: -1.25 2.15 7.57
H: -1.91 2.62 5.16

=====

Entry 10:
C17H14FN3O | ωB97M-V/def2-TZVPD

Values from the calculation:
SMILES string: O=C(CCc1ccc2nccnc2c1F)Nc1ccccc1
Highest occupied orbital energy, eV: -8.749
Electronic energy, Ha: -995.58616
Spin multiplicity: 1
Maximum force, eV/Å: 0.867

Positions of all 36 atoms, in Å:
O: 1.95 -3.77 0.60
C: 1.28 -2.89 0.14
C: -0.08 -2.61 0.71
C: -1.18 -2.29 -0.32
C: -1.87 -0.95 -0.16
C: -3.28 -0.88 -0.21
C: -3.94 0.30 -0.04
C: -3.24 1.50 0.21
N: -3.94 2.66 0.40
C: -3.20 3.71 0.62
C: -1.79 3.68 0.63
N: -1.09 2.59 0.45
C: -1.84 1.47 0.24
C: -1.20 0.22 0.06
F: 0.14 0.23 0.11
N: 1.74 -2.12 -0.97
C: 2.49 -0.95 -0.63
C: 2.58 0.07 -1.57
C: 3.27 1.24 -1.29
C: 3.88 1.43 -0.05
C: 3.80 0.41 0.88
C: 3.11 -0.77 0.60
H: -0.35 -3.51 1.26
H: -0.04 -1.81 1.45
H: -0.85 -2.43 -1.34
H: -1.98 -3.02 -0.16
H: -3.87 -1.76 -0.38
H: -5.02 0.33 -0.06
H: -3.69 4.65 0.79
H: -1.24 4.60 0.80
H: 2.26 -2.72 -1.59
H: 2.12 -0.02 -2.54
H: 3.33 2.04 -2.01
H: 4.40 2.35 0.18
H: 4.27 0.55 1.84
H: 3.07 -1.54 1.35

=====

Entry 11:
C17H15AsF6IrN3 | ωB97M-V/def2-TZVPD

Values from the calculation:
<S²>: 8.80
Highest occupied orbital energy (alpha / beta), eV: -16.785 / -19.573
Electronic energy, Ha: -3759.14928
Spin multiplicity: 6
Total charge: +3
Maximum force, eV/Å: 4.299

Positions of all 43 atoms, in Å:
Ir: -0.02 0.16 0.08
C: -2.73 -1.92 0.01
C: -3.01 -0.44 -0.06
C: -4.36 -0.05 -0.11
C: -4.65 1.30 -0.08
C: -3.67 2.27 -0.12
C: -2.33 1.85 0.03
N: -2.01 0.51 -0.01
C: -1.17 2.77 0.08
C: -1.16 4.18 0.03
C: 0.05 4.84 -0.03
C: 1.27 4.15 0.03
C: 1.25 2.75 0.10
N: 0.05 2.08 0.15
C: 2.34 1.88 0.11
C: 3.66 2.35 0.10
C: 4.65 1.43 0.01
C: 4.38 0.06 0.06
C: 2.99 -0.39 0.14
C: 2.81 -1.87 0.18
N: 1.99 0.52 0.15
H: -3.70 -2.46 -0.08
H: -2.19 -2.22 0.88
H: -1.96 -2.15 -0.77
H: -5.10 -0.87 -0.17
H: -5.71 1.62 -0.15
H: -3.87 3.36 -0.10
H: -2.11 4.73 0.10
H: 0.09 5.95 -0.13
H: 2.24 4.62 0.10
H: 3.84 3.45 0.05
H: 5.62 1.85 -0.12
H: 5.16 -0.70 0.13
H: 3.81 -2.29 0.55
H: 2.58 -2.18 -0.85
H: 2.06 -2.06 0.91
F: -0.02 -1.79 0.00
As: -0.21 -6.21 -0.30
F: -1.93 -6.14 -0.55
F: 0.07 -4.56 -0.71
F: -0.15 -5.89 1.46
F: 1.52 -6.55 -0.72
F: -0.38 -7.96 -0.37

=====

Entry 12:
C17H15AuN3OS2 | ωB97M-V/def2-TZVPD

Values from the calculation:
Highest occupied orbital energy, eV: -11.504
Electronic energy, Ha: -1828.07863
Spin multiplicity: 1
Total charge: +1
Maximum force, eV/Å: 0.301

Positions of all 39 atoms, in Å:
Au: 0.59 -0.04 0.40
C: 0.47 2.70 -3.59
C: 0.36 1.32 -3.04
N: 1.25 1.02 -1.98
N: 2.41 1.41 -2.12
C: 3.26 1.18 -0.99
S: 2.85 0.62 0.51
S: 4.80 1.72 -1.45
C: 5.87 1.28 -0.05
C: 6.16 -0.19 0.08
C: 6.04 -0.82 1.31
C: 6.36 -2.16 1.45
C: 6.78 -2.89 0.35
C: 6.90 -2.27 -0.89
C: 6.60 -0.93 -1.02
C: -0.52 0.35 -3.41
C: -1.58 0.57 -4.38
C: -2.55 -0.34 -4.54
C: -2.58 -1.56 -3.76
C: -1.59 -1.85 -2.89
C: -0.42 -0.99 -2.78
O: 0.60 -1.36 -2.21
H: 1.44 2.83 -4.08
H: -0.32 2.94 -4.30
H: 0.43 3.42 -2.77
H: 6.77 1.85 -0.25
H: 5.42 1.68 0.86
H: 5.71 -0.25 2.17
H: 6.27 -2.64 2.41
H: 7.03 -3.94 0.45
H: 7.24 -2.84 -1.75
H: 6.70 -0.45 -1.99
H: -1.59 1.48 -4.96
H: -3.35 -0.16 -5.25
H: -3.40 -2.24 -3.90
H: -1.56 -2.78 -2.34
N: -2.31 -0.96 1.10
C: -1.24 -0.62 0.84
H: -3.24 -1.27 1.34